39
Properties=species:S:1:pos:R:3:forces:R:3:nbo_charge:R:1 method="wB97M-V/def2-TZVPD" total_charge=+1 smiles=C[C@H](n1c2ccccc2c2ccccc21)[n+]1ccn(C)c1 e_lumo_ev=-3.35 homo_lumo_gap_ev=7.28
C -0.480 -0.139 2.580 0.86 0.81 0.17 -0.6329
C -0.135 0.671 1.306 -3.51 -1.00 -1.66 0.1510
N -0.935 0.027 0.165 1.82 1.39 1.37 -0.3918
C -1.803 0.645 -0.764 -0.65 -0.54 -0.92 0.1239
C -2.543 1.834 -0.723 -0.11 0.02 -0.15 -0.2476
C -3.563 2.025 -1.676 0.49 -0.26 0.11 -0.1902
C -3.818 1.073 -2.690 -0.06 0.02 0.03 -0.2200
C -3.077 -0.103 -2.763 0.23 0.45 0.53 -0.1925
C -2.071 -0.308 -1.795 -0.82 0.62 0.21 -0.0135
C -1.349 -1.499 -1.476 0.53 -0.82 0.44 -0.0943
C -0.667 -1.273 -0.249 -0.17 -0.33 -1.36 0.1218
C 0.171 -2.243 0.283 0.55 -0.43 0.00 -0.2230
C 0.302 -3.467 -0.404 -0.24 0.68 0.31 -0.2047
C -0.461 -3.716 -1.561 0.26 -0.05 0.16 -0.2248
C -1.278 -2.745 -2.114 -0.37 0.57 0.14 -0.1680
H -0.621 0.494 3.461 -0.11 -0.09 -0.19 0.2389
H -1.262 -0.915 2.523 0.21 0.80 -0.45 0.2734
H 0.459 -0.648 2.685 0.16 -0.83 0.94 0.1996
H -0.359 1.755 1.231 -0.51 -0.73 0.64 0.2334
H -2.356 2.583 0.048 -0.21 -0.16 -0.16 0.2123
H -4.188 2.921 -1.605 0.34 -0.33 -0.09 0.2288
H -4.632 1.234 -3.413 0.46 0.03 0.48 0.2295
H -3.310 -0.874 -3.509 0.18 0.39 0.35 0.2270
H 0.750 -2.031 1.189 -0.20 -0.38 -0.44 0.1912
H 1.009 -4.207 -0.012 -0.47 0.21 -0.23 0.2262
H -0.410 -4.679 -2.042 0.14 -0.14 0.00 0.2267
H -1.896 -2.915 -3.015 0.59 -0.06 0.57 0.2275
C 4.643 1.753 2.009 0.53 -0.05 0.90 -0.4219
N 3.358 1.367 1.422 -0.98 -0.24 -1.24 -0.2892
C 2.254 0.842 2.007 0.89 0.48 0.69 0.2572
N 1.311 0.668 1.062 0.85 0.32 0.05 -0.3109
C 1.817 1.087 -0.151 -0.33 -0.14 0.59 -0.0321
C 3.066 1.512 0.057 0.36 0.02 0.69 -0.0295
H 5.373 2.052 1.244 -0.59 -0.24 0.04 0.2486
H 4.532 2.595 2.706 -0.20 -0.23 -0.29 0.2379
H 5.068 0.913 2.573 -0.16 0.15 -0.23 0.2387
H 2.180 0.675 3.118 -0.11 0.12 -1.62 0.2667
H 1.212 1.100 -1.026 -0.27 -0.12 -0.42 0.2708
H 3.710 1.936 -0.680 0.61 0.09 0.07 0.2558

=====

45
Properties=species:S:1:pos:R:3:forces:R:3:nbo_charge:R:1 method="wB97M-V/def2-TZVPD" total_charge=0 smiles="CN(C)S(=O)(=O)c1ccc(C(=O)Nc2nnc(Cc3ccccc3)s2)cc1" e_lumo_ev=-0.27 homo_lumo_gap_ev=9.18
C -1.423 -3.066 1.148 -0.18 -0.31 -0.23 -0.4292
N -0.444 -2.452 2.009 1.04 -0.49 0.06 -0.6558
S 1.125 -2.982 1.787 -0.34 0.07 0.12 2.3159
O 1.934 -2.357 2.788 0.00 0.30 -0.18 -0.9340
O 1.089 -4.409 1.702 -0.13 0.01 -0.34 -0.9338
C 1.564 -2.309 0.180 -0.16 -0.21 0.61 -0.2435
C 2.123 -1.047 0.109 0.14 0.13 0.06 -0.2128
C 2.339 -0.471 -1.130 0.03 -0.20 -0.10 -0.1845
C 1.983 -1.164 -2.286 0.20 -0.27 0.25 -0.1519
C 1.461 -2.451 -2.201 0.02 0.18 -0.02 -0.1598
C 1.240 -3.021 -0.959 -0.06 -0.15 -0.10 -0.2238
H 0.839 -4.017 -0.858 -0.06 -0.13 -0.07 0.2460
H 1.226 -2.987 -3.107 0.00 -0.07 -0.07 0.2359
C 2.238 -0.569 -3.628 -0.08 0.13 -0.01 0.6736
O 2.895 -1.108 -4.484 0.05 -0.17 -0.03 -0.5490
N 1.704 0.683 -3.855 0.50 0.09 -0.64 -0.6260
C 0.769 1.400 -3.168 -0.98 -0.25 1.06 0.2231
N 0.557 2.646 -3.426 1.37 -0.53 -1.05 -0.3040
N -0.417 3.183 -2.709 -1.06 1.05 0.64 -0.2503
C -0.995 2.383 -1.897 0.08 -0.96 -0.09 0.0734
C -2.083 2.758 -0.965 -0.15 0.06 0.20 -0.4740
C -1.682 2.564 0.478 -0.09 -0.02 0.04 -0.0269
C -0.403 2.902 0.904 -0.02 0.01 0.00 -0.1715
C -0.040 2.743 2.229 0.08 0.04 0.00 -0.2174
C -0.955 2.256 3.147 -0.03 -0.02 0.09 -0.2213
C -2.233 1.925 2.731 -0.04 0.01 0.10 -0.1966
C -2.592 2.071 1.403 0.02 0.03 -0.05 -0.2234
H -3.591 1.808 1.083 -0.10 -0.03 -0.05 0.2119
H -2.955 1.554 3.444 -0.06 -0.05 0.07 0.2155
H -0.674 2.139 4.182 0.03 -0.02 0.11 0.2193
H 0.957 3.007 2.547 0.10 0.03 0.04 0.2173
H 0.306 3.302 0.194 0.09 0.02 -0.08 0.2121
H -2.973 2.161 -1.181 -0.02 0.10 0.01 0.2297
H -2.320 3.810 -1.147 -0.01 -0.09 -0.08 0.2567
S -0.322 0.745 -1.946 0.05 0.98 -0.51 0.3148
H 2.018 1.133 -4.711 -0.01 -0.12 0.12 0.4366
H 2.785 0.510 -1.203 0.00 0.09 0.01 0.2313
H 2.390 -0.542 1.023 0.07 0.12 0.07 0.2468
C -0.580 -1.031 2.193 0.09 0.43 0.16 -0.4331
H -0.555 -0.479 1.243 -0.04 0.05 -0.01 0.1824
H 0.241 -0.703 2.824 -0.11 0.23 0.05 0.2386
H -1.524 -0.819 2.694 0.02 -0.03 -0.02 0.2140
H -1.163 -4.117 1.061 -0.24 -0.06 -0.11 0.2379
H -2.409 -2.976 1.604 0.02 0.01 0.00 0.2112
H -1.447 -2.604 0.152 -0.04 0.01 0.00 0.1788

=====

52
Properties=species:S:1:pos:R:3:forces:R:3:nbo_charge:R:1 method="wB97M-V/def2-TZVPD" total_charge=-1 e_lumo_ev="1.74 / 1.38" spin_multiplicity=3 homo_lumo_gap_ev="4.25 / 6.97"
Pd -0.489 -0.618 1.768 -0.05 0.23 0.04 0.6584
C -2.611 0.895 4.600 -0.07 -0.08 0.14 -0.8104
Se -1.257 1.493 3.359 0.25 0.05 -0.36 0.4322
C -2.414 2.049 1.881 -0.11 0.02 0.00 -0.5926
C -3.620 1.149 1.674 -0.01 0.11 0.01 -0.5777
Se -3.217 -0.740 1.419 0.00 -0.28 0.11 0.3018
C -3.421 -0.791 -0.508 0.02 -0.04 -0.03 -0.7741
H -3.337 1.689 4.758 -0.01 -0.01 0.02 0.2186
H -2.089 0.684 5.530 -0.01 -0.01 -0.01 0.2482
H -3.105 -0.014 4.261 0.01 0.00 -0.03 0.2199
H -1.760 2.038 1.008 0.00 -0.01 -0.01 0.2648
H -2.748 3.072 2.057 0.01 0.00 0.03 0.2226
H -4.170 1.460 0.785 0.01 0.01 -0.01 0.2410
H -4.308 1.204 2.515 0.00 0.04 0.02 0.2179
H -4.469 -0.633 -0.746 0.00 -0.01 -0.04 0.2211
H -3.104 -1.779 -0.834 0.01 0.01 -0.01 0.2493
H -2.788 -0.039 -0.967 -0.01 0.02 0.00 0.2508
O -0.437 0.302 -0.213 0.02 0.04 0.00 -0.7645
C -0.274 -0.824 -0.803 -0.07 0.17 0.21 0.7587
O -0.213 -1.877 -0.116 0.10 -0.07 -0.23 -0.6917
C -0.221 -0.858 -2.288 -0.06 0.05 0.19 -0.1046
C 0.303 -1.978 -2.939 -0.08 0.06 0.07 -0.2679
C 0.279 -1.938 -4.327 0.29 -0.41 -0.29 0.0053
C -0.242 -0.911 -5.071 -0.12 0.26 0.03 -0.1972
C -0.796 0.196 -4.386 0.14 -0.35 0.00 0.0402
C -0.748 0.217 -2.977 0.03 -0.03 -0.09 -0.2123
N -1.376 1.228 -5.082 -0.07 0.52 -0.21 0.3845
O -1.873 2.203 -4.426 0.06 -0.26 -0.13 -0.5750
O -1.371 1.196 -6.353 -0.05 -0.06 0.23 -0.5602
N 0.851 -3.102 -5.066 -0.44 0.18 0.30 0.5382
O 0.869 -3.064 -6.280 0.13 -0.03 -0.02 -0.3917
O 1.235 -4.051 -4.405 0.11 0.06 -0.11 -0.4044
H 0.697 -2.821 -2.396 0.00 0.01 0.00 0.2511
H -0.247 -0.929 -6.148 0.00 -0.01 -0.01 0.2705
H -1.132 1.082 -2.462 -0.01 0.00 0.03 0.2547
O 1.867 1.114 2.315 0.06 -0.16 -0.14 -0.6825
B 1.427 -0.095 1.767 -0.15 -0.08 0.21 0.9833
O 2.442 -0.732 1.069 -0.02 0.10 0.08 -0.6838
C 3.520 0.120 1.152 -0.06 -0.28 -0.11 0.2867
C 4.767 -0.039 0.601 0.13 0.12 0.03 -0.2636
C 5.684 0.985 0.844 -0.03 -0.04 -0.02 -0.2197
C 5.343 2.101 1.600 -0.06 -0.01 0.01 -0.2257
C 4.066 2.247 2.148 0.14 -0.01 -0.04 -0.2356
C 3.176 1.229 1.902 -0.10 0.14 0.14 0.2099
H 5.014 -0.908 0.008 -0.01 0.00 0.00 0.2303
H 6.680 0.910 0.428 0.00 0.01 0.00 0.2110
H 6.081 2.875 1.762 -0.01 0.01 0.01 0.2096
H 3.786 3.111 2.734 -0.01 0.00 0.00 0.2226
Cl 0.391 -1.219 4.936 -0.09 0.01 -0.24 -0.1383
C -0.145 -1.886 3.331 0.13 0.05 0.14 -0.6261
H -1.096 -2.379 3.529 0.02 -0.04 0.02 0.1923
H 0.601 -2.624 3.052 -0.01 -0.03 0.05 0.2043

=====

41
Properties=species:S:1:pos:R:3:forces:R:3:nbo_charge:R:1 method="wB97M-V/def2-TZVPD" total_charge=0 e_lumo_ev=-1.17 homo_lumo_gap_ev=7.44
C 1.092 -0.379 -3.166 0.21 0.05 1.98 -0.1816
C 0.847 3.073 -2.430 -1.70 1.18 -0.51 -0.1729
C -0.220 -0.357 -3.369 -0.22 -0.78 -1.86 -0.1943
H 1.592 -1.362 -3.041 -0.26 0.63 -0.67 0.2066
C -0.426 2.879 -1.988 1.92 0.38 0.01 -0.1954
H 1.375 4.033 -2.240 -0.73 -0.61 -0.03 0.2077
H -0.665 -1.269 -3.791 0.21 0.06 0.50 0.1969
H -0.947 3.691 -1.479 0.42 -0.16 0.18 0.2067
C -1.202 0.773 -3.336 -0.62 0.40 0.54 -0.4560
H -2.199 0.317 -3.384 0.18 -0.02 -0.02 0.2126
H -1.199 1.467 -4.189 0.39 -0.28 0.09 0.2235
C 1.867 0.818 -2.625 0.72 -0.64 -0.88 -0.4525
H 2.946 0.603 -2.772 -0.54 0.03 0.29 0.2172
H 1.704 0.921 -1.526 0.12 0.07 -0.77 0.2236
C 1.558 2.147 -3.380 0.68 -0.09 0.50 -0.4571
H 1.000 1.997 -4.334 0.27 -0.08 0.86 0.2211
H 2.518 2.618 -3.682 -0.58 -0.30 0.23 0.2144
C -1.181 1.582 -2.016 -0.67 -0.04 -0.03 -0.4416
H -2.230 1.849 -1.777 0.47 -0.32 0.02 0.2117
H -0.819 0.900 -1.211 -0.26 0.52 -0.33 0.2081
Be 1.895 -0.245 1.164 0.82 -0.41 1.71 1.4897
H 2.672 -1.340 1.234 0.45 0.03 -1.06 -0.6327
O 0.440 2.879 1.864 0.69 0.07 0.27 -0.5551
C 0.933 1.783 1.937 -0.25 -0.58 -1.26 0.7490
O 1.966 1.279 1.243 -1.10 0.97 0.43 -0.9519
C 0.170 0.675 2.657 0.85 -1.78 -0.04 0.1361
C -1.045 0.808 3.330 -0.27 -0.10 0.26 -0.2397
C -1.668 -0.355 3.779 0.44 0.98 -0.17 -0.0901
C -1.159 -1.625 3.442 0.78 -0.14 -0.51 -0.1323
C -1.864 -2.826 3.682 0.32 -0.41 0.08 -0.1681
C -1.370 -4.024 3.199 -0.44 0.16 0.48 -0.2052
C -0.245 -4.070 2.349 0.33 0.75 -0.02 -0.1797
C 0.433 -2.895 2.055 0.06 -1.14 -0.09 -0.2322
C 0.063 -1.689 2.690 -0.74 0.70 -0.29 0.2654
N 0.732 -0.523 2.406 -1.72 0.71 -0.57 -0.6633
H -1.438 1.828 3.406 -0.02 -0.58 0.29 0.2583
H -2.575 -0.305 4.371 -0.08 0.07 -0.14 0.2248
H -2.786 -2.756 4.260 0.24 -0.26 -0.13 0.2193
H -1.864 -4.953 3.473 -0.07 0.15 -0.16 0.2224
H 0.092 -5.022 1.916 -0.28 0.56 0.17 0.2289
H 1.205 -2.925 1.282 -0.03 0.26 0.65 0.2578

=====

Q: Which ΔE to the lowest compared entry with this formula, charge and spin values were calculated for the entries above? A: 1.198, 1.316, 0.520, 0.000, in eV.